Entry 1:
DFT (ωB97M-V/def2-TZVPD) results for 2 unconnected molecules or ions with the total composition C3H11NS2.

```
17
Properties=species:S:1:pos:R:3:mulliken_charge:R:1
H -0.03108 -0.69547 1.48005 0.237
H 1.23815 -1.94754 1.90503 0.266
H 1.54473 1.04899 0.68534 0.166
H -0.71535 3.59879 -1.31958 0.119
C 0.55958 -1.57712 1.01607 -0.729
C -2.38339 0.07340 -0.64733 -0.739
H -0.07361 -2.44057 0.79426 0.293
H -1.77513 -0.80296 -0.95805 0.229
C 2.13876 0.13582 0.36978 -0.731
H 2.58337 0.43588 -0.57611 0.338
H -3.51352 0.00887 -0.83085 0.291
H 0.74193 -0.68018 -0.79639 0.256
N 1.35897 -1.01230 -0.03796 -0.368
S -1.94551 1.45557 -1.82432 -0.059
S -0.45552 2.39380 -0.86737 -0.135
H 2.92574 -0.21073 1.21742 0.273
H -2.19812 0.21573 0.38998 0.292
```

The total charge is 0. As for the LUMO energy: 0.62 eV. The calculation puts the HOMO energy at -8.31 eV. The value obtained for the energy above the lowest of the compared OMol25 structures with the same formula, charge and spin is 35.6 kcal/mol. The total energy comes out at -971.9614 hartree. The value obtained for the largest force on an atom is 3.4 eV Å⁻¹. The orbital gap comes out at 8.93 eV. As for the structure (SMILES): CNC.CSS.

***

Entry 2:
DFT (ωB97M-V/def2-TZVPD) results for C3H11NSi in the gas phase.

```
16
Properties=species:S:1:pos:R:3:mulliken_charge:R:1
H -1.78690 -0.10493 1.33989 -0.165
H -2.64801 1.45326 -0.05189 -0.123
H 2.15210 1.64551 -0.30442 0.316
H 0.23308 -2.23062 -0.07128 0.356
Si -2.09024 0.01121 0.01130 0.277
H 1.80242 -1.71111 0.41359 0.374
C 1.39886 1.08642 0.23051 -1.325
H -3.18717 -1.03348 -0.24127 -0.136
C 0.69213 -0.09467 -0.51529 0.450
H 1.20016 -0.17363 -1.47558 0.313
N -0.67330 0.19748 -0.89479 -0.191
H -0.80247 0.90228 -1.78779 0.278
H 1.79893 0.67558 1.11014 0.362
H 0.43953 -1.02376 1.30751 0.527
H 0.71026 1.74556 0.56997 0.407
C 0.76062 -1.34509 0.35940 -1.718
```

The total charge is 0. As for the LUMO energy: 0.99 eV. The calculation puts the HOMO energy at -8.85 eV. The value obtained for the energy above the lowest of the compared OMol25 structures with the same formula, charge and spin is 28.0 kcal/mol. The total energy comes out at -465.0969 hartree. The value obtained for the largest force on an atom is 4.1 eV Å⁻¹. The orbital gap comes out at 9.83 eV. As for the structure (SMILES): CC(C)N[SiH3].

***

Entry 3:
DFT (ωB97M-V/def2-TZVPD) results for 3 unconnected molecules or ions with the total composition C3H11O2S.

```
17
Properties=species:S:1:pos:R:3:mulliken_charge:R:1
H -0.84371 0.52804 2.00787 0.328
H -1.89852 1.67301 -1.58647 0.321
O -1.07941 -1.56317 -1.80200 -0.664
H 1.34277 0.49885 -0.11415 0.248
H 2.41401 -0.74072 1.81150 0.248
H -1.17195 0.25776 0.31604 0.146
H -0.56123 -1.34511 -2.58919 0.303
H 0.81471 -1.21667 2.26132 0.237
C 1.39387 -0.87457 1.43207 -0.670
S 1.30861 -2.19925 0.18425 -0.661
H -0.96446 0.81301 -2.42671 0.324
H 1.50167 1.28572 1.40150 0.372
H -0.36092 -1.81441 -1.15717 0.177
H -0.72534 1.87803 0.85437 0.301
O -1.62115 1.51894 -2.49633 -0.654
C -0.51787 0.81635 1.00182 -0.950
C 0.96892 0.48419 0.90128 -0.406
```

The total charge is -1. As for the LUMO energy: 3.84 eV. The calculation puts the HOMO energy at -2.85 eV. The value obtained for the energy above the lowest of the compared OMol25 structures with the same formula, charge and spin is 8.9 kcal/mol. The total energy comes out at -669.6068 hartree. The value obtained for the largest force on an atom is 1.0 eV Å⁻¹. The orbital gap comes out at 6.69 eV.

***

Entry 4:
DFT (ωB97M-V/def2-TZVPD) results for 3 unconnected molecules or ions with the total composition C3H11O3S2.

```
19
Properties=species:S:1:pos:R:3:mulliken_charge:R:1
H 2.68689 0.63850 -1.63581 0.293
H -2.57488 0.61808 -0.79944 0.276
H -2.52544 -0.16508 0.83775 0.338
S -0.22058 -2.16814 0.23475 -0.147
H 2.12413 -0.79030 2.51319 0.250
O 2.34509 1.00086 -2.46853 -0.657
O 1.97594 -0.76808 3.47774 -0.644
H 1.41664 -1.53385 3.58387 0.313
H 0.07622 0.67525 0.49815 0.101
H -1.16264 1.69079 1.27940 0.204
H -0.87491 -0.70455 -1.67896 0.280
H -2.10931 -1.76756 -1.09843 0.304
C -1.95426 0.14182 -0.03596 -0.385
O -0.75223 2.18567 -0.63057 -0.580
H 0.07779 2.05154 -1.09868 0.338
C -1.32560 -1.08402 -0.75711 -0.795
C -0.88596 1.15247 0.37266 -0.102
H 2.01497 0.15155 -2.81362 0.323
S 1.66814 -1.32497 0.21962 -0.710
```

The total charge is -1. As for the LUMO energy: 3.45 eV. The calculation puts the HOMO energy at -3.07 eV. The value obtained for the energy above the lowest of the compared OMol25 structures with the same formula, charge and spin is 12.7 kcal/mol. The total energy comes out at -1143.0601 hartree. The value obtained for the largest force on an atom is 1.2 eV Å⁻¹. The orbital gap comes out at 6.52 eV.

***

Entry 5:
DFT (ωB97M-V/def2-TZVPD) results for 4 unconnected molecules or ions with the total composition C3H11O4S.

```
19
Properties=species:S:1:pos:R:3:mulliken_charge:R:1
H 2.72338 -2.28705 -0.03722 0.246
C -1.04150 -0.77310 -1.00429 -1.273
O 0.05449 -1.97646 1.96623 -0.515
H -1.98418 -0.75014 -1.61226 0.389
H -2.11779 3.08921 -1.32814 0.284
C -0.39711 -0.95456 1.47467 -0.018
H -0.48843 -1.70597 -1.14693 0.434
H 2.40142 1.82590 0.49590 0.308
H -1.83608 0.46308 0.81456 0.198
O 2.29349 1.52431 1.43597 -0.641
H -1.79672 1.60423 -1.18229 0.260
H -0.00286 0.01925 1.83698 0.258
C -1.46999 -0.64600 0.40942 0.053
H -2.38188 -1.30765 0.60906 0.281
H 1.55848 -1.28120 -0.28734 0.244
O 2.48670 -1.44019 -0.06415 -0.597
H 2.49533 0.61945 1.44744 0.306
S 0.04617 0.69606 -1.38560 -0.538
O -2.59747 2.29692 -1.19078 -0.678
```

The total charge is -1. As for the LUMO energy: 3.53 eV. The calculation puts the HOMO energy at -3.50 eV. The value obtained for the energy above the lowest of the compared OMol25 structures with the same formula, charge and spin is 38.2 kcal/mol. The total energy comes out at -820.0564 hartree. The value obtained for the largest force on an atom is 5.9 eV Å⁻¹. The orbital gap comes out at 7.03 eV.

***

Entry 6:
DFT (ωB97M-V/def2-TZVPD) results for 2 unconnected molecules or ions with the total composition C3H11OP3.

```
18
Properties=species:S:1:pos:R:3:mulliken_charge:R:1
C -1.57842 -0.34697 1.94278 -1.025
H 3.23142 -1.20205 -0.87798 0.360
O -0.32092 2.74289 -0.16601 -0.489
H -3.82692 0.62374 -0.24604 0.099
H -1.94348 0.51926 2.49595 0.338
P -1.30431 0.14191 0.18985 0.325
H -2.30885 -1.15302 2.00304 0.381
H 1.94231 -0.12953 0.99865 0.314
P 0.30876 -1.13634 -0.49307 -0.068
H 1.27775 1.07281 -0.13869 0.379
H 0.15102 -0.68768 -1.81034 0.048
H 2.68028 0.06723 -1.96424 0.368
H -0.63533 -0.66791 2.38223 0.306
C 2.89485 -0.16703 -0.92762 -1.307
C 1.67048 0.05129 -0.04741 -0.290
P -3.13477 -0.45432 -0.79569 -0.186
H 3.70969 0.47285 -0.59226 0.348
H -2.81358 0.25287 -1.95314 0.101
```

The total charge is 0. As for the LUMO energy (spin up / spin down): -1.72 / -1.65 eV. The calculation puts the HOMO energy (spin up / spin down) at -8.65 / -8.64 eV. The value obtained for the energy above the lowest of the compared OMol25 structures with the same formula, charge and spin is 126.0 kcal/mol. The total energy comes out at -1219.9683 hartree. The value obtained for the largest force on an atom is 2.7 eV Å⁻¹. The orbital gap (spin up / spin down) comes out at 6.93 / 6.99 eV.